[1]
C6H6N4O in the gas phase, computed with ωB97M-V/def2-TZVPD.

```
17
Properties=species:S:1:pos:R:3:forces:R:3
C -2.858 -0.005 -0.361 1.47 -1.71 2.31
C -1.724 0.699 -0.692 0.41 -2.11 1.00
C -2.817 -1.166 0.572 0.50 -0.16 -0.32
C 0.904 0.778 -0.602 0.07 2.17 -1.22
C -0.276 0.234 -0.260 -1.75 0.07 -0.94
C -0.610 -1.024 0.241 -0.61 -0.60 0.45
N -1.540 -1.523 0.874 -0.28 0.85 -0.99
N 2.171 0.232 -0.331 0.02 0.93 4.46
N 2.913 -0.463 -1.075 0.70 -1.98 -2.10
N 2.620 0.691 0.977 1.73 -0.56 0.93
O 3.942 -0.964 -0.606 -0.72 1.01 0.21
H -3.825 0.358 -0.565 -0.88 0.53 -0.61
H -1.913 1.537 -1.313 0.65 0.99 -0.32
H -3.619 -1.814 1.020 0.73 1.32 -0.71
H 0.940 1.861 -0.870 -0.18 -1.12 -0.15
H 2.118 0.244 1.738 -1.00 -0.10 -0.41
H 3.574 0.326 1.253 -0.86 0.47 -1.60
```
Positions in Å, forces in eV/Å.

total charge	0
ΔE to the lowest compared entry with this formula, charge and spin	8.733	eV
highest occupied orbital energy (alpha / beta)	-7.825 / -7.773	eV
Kohn-Sham gap (alpha / beta)	6.65 / 6.20	eV

***

[2]
A gas-phase ion, C6H6N4O (charge +2), computed with ωB97M-V/def2-TZVPD.

```
17
Properties=species:S:1:pos:R:3:forces:R:3
C -0.461 0.211 1.584 2.82 -1.84 -1.02
C 0.330 -0.525 2.500 0.10 -1.80 -2.29
C 0.955 -0.887 -0.184 -0.76 -0.22 -1.56
C -0.122 0.022 0.282 -0.80 1.05 1.61
C 1.648 -1.829 0.769 -1.35 0.26 0.40
C 0.133 -0.015 -1.967 -1.95 2.92 1.65
N 0.982 -0.915 -1.477 2.18 -1.68 1.26
N 1.074 -1.536 2.141 1.51 -0.15 -2.48
N -0.602 0.652 -0.785 2.43 -2.09 -5.80
N 0.099 0.303 -3.226 -0.24 -0.39 -0.83
O 2.385 -2.730 0.558 -0.63 1.12 0.36
H -1.137 0.827 2.026 -2.08 1.97 0.53
H 0.228 -0.392 3.503 -0.34 0.47 2.89
H 1.552 -2.178 2.713 0.48 -0.53 2.06
H -1.399 1.136 -1.119 -1.23 0.82 1.11
H 0.720 -0.222 -3.915 -0.88 0.67 1.28
H -0.573 0.966 -3.680 0.75 -0.58 0.83
```
Positions in Å, forces in eV/Å.

total charge	+2
highest occupied orbital energy (alpha / beta)	-18.736 / -18.737	eV
Kohn-Sham gap (alpha / beta)	6.96 / 6.96	eV

***

[3]
C6H6N6 in the gas phase, computed with ωB97M-V/def2-TZVPD.

```
18
Properties=species:S:1:pos:R:3:forces:R:3
C 3.118 0.070 0.057 0.41 -0.09 -0.42
C -2.327 1.261 0.118 0.55 0.18 -0.52
C 1.280 1.642 -0.049 -2.17 -3.65 0.14
C 1.753 0.347 -0.061 -3.11 1.78 0.19
C -0.957 0.994 0.018 2.47 -0.59 0.06
C -0.640 -0.506 -0.011 2.65 -1.11 -0.56
N 4.243 -0.119 0.093 0.91 -0.24 0.15
N -3.455 1.288 0.025 -2.26 0.22 0.21
N -0.082 1.929 0.011 0.15 -0.03 -0.14
N 0.840 -0.679 -0.103 1.14 1.09 0.80
N -1.098 -1.167 1.234 -0.77 1.09 -1.01
N -1.084 -1.127 -1.227 -2.93 -1.19 0.74
H 1.877 2.438 -0.035 2.44 2.92 0.15
H 1.272 -1.554 -0.356 -0.81 -0.46 0.25
H -2.080 -0.864 1.300 -0.05 -0.71 0.05
H -0.699 -0.590 1.973 0.38 -0.31 0.13
H -0.402 -1.339 -1.907 1.15 0.47 -0.54
H -1.559 -2.024 -1.080 -0.14 0.63 0.30
```
Positions in Å, forces in eV/Å.

total charge	0
ΔE to the lowest compared entry with this formula, charge and spin	2.611	eV
SMILES string	N#CC1=CN=C(C#N)C(N)(N)N1
highest occupied orbital energy	-8.968	eV
Kohn-Sham gap	7.93	eV

***

no.,F_max (eV/Å),E (eV)
1,4.55,-14318.7834
2,6.63,-14307.5755
3,4.25,-15257.6068